1.
Below is a 8-piece molecular cluster, C11H27BBrN10O18 overall, with properties calculated with wB97M-V/def2-TZVPD.

```
68
Properties=species:S:1:pos:R:3:forces:R:3
O 1.3968 -4.0077 0.3137 -3.603 3.861 -1.253
C 0.5973 -3.1257 -0.0370 2.477 -2.905 1.845
Br 0.4727 -2.7000 -1.9770 -0.263 0.148 1.249
C -0.3266 -2.2795 0.9958 0.131 0.945 -0.634
C 0.0762 -0.7410 0.7699 2.008 -0.688 -0.309
N 1.4201 -0.4458 0.3358 -5.670 0.412 1.676
N 1.4204 0.9133 0.2315 -4.442 0.700 1.530
C 0.1719 1.4842 0.5967 0.170 -1.438 0.038
N -0.7672 0.4267 0.9610 8.069 0.270 -2.476
O -2.0356 0.5294 1.3846 -0.636 -0.490 -0.978
B -3.0003 0.1544 0.3586 -2.294 -0.756 -1.323
O -4.3161 -0.2328 0.8343 3.935 0.077 -0.461
O -2.6504 0.1296 -1.0471 0.094 -0.964 3.311
H -1.4488 -2.4365 0.7615 1.861 0.163 0.235
H -0.1263 -2.6188 2.0824 -0.130 0.546 -1.895
H 2.2860 1.4016 -0.0875 -0.771 -0.351 0.170
H -0.1200 2.5902 0.6348 0.664 -1.610 -0.171
H -4.1408 -1.0364 1.3899 -0.859 0.811 -0.304
H -2.4964 -0.8340 -1.2289 -0.393 1.057 -0.453
C -0.4751 -5.9393 -3.6037 0.291 0.146 0.054
N -1.9212 -6.0972 -3.3000 -0.344 -0.169 -0.020
O -2.4219 -5.2962 -2.5233 0.092 -0.304 -0.284
O -2.5018 -7.0155 -3.8490 0.246 0.586 0.375
H -0.0940 -5.0857 -3.0464 -0.165 -0.247 -0.102
H 0.0277 -6.8562 -3.2982 -0.099 0.038 -0.164
H -0.3802 -5.7748 -4.6764 -0.024 -0.173 0.093
C -7.3037 -2.1971 -0.5340 -0.298 0.124 -0.106
N -6.4116 -3.2754 -0.0325 -0.337 -0.545 -0.118
O -6.8070 -4.4205 -0.1320 0.512 0.695 0.190
O -5.3394 -2.9286 0.4463 -0.113 -0.243 -0.025
H -8.2123 -2.6487 -0.9278 0.196 -0.038 0.095
H -7.5314 -1.5410 0.3062 0.128 0.019 -0.102
H -6.7664 -1.6644 -1.3178 0.013 0.008 0.184
C 5.2638 -0.9305 -0.7230 -0.755 -0.251 -0.767
N 5.0350 0.5350 -0.6169 0.418 -0.243 0.175
O 4.0828 1.0061 -1.2333 -0.022 0.309 0.487
O 5.8108 1.1669 0.0761 -0.757 -0.078 -0.470
H 4.4983 -1.3583 -1.3695 0.001 0.288 0.033
H 6.2530 -1.0788 -1.1478 -0.199 0.055 0.138
H 5.1968 -1.3457 0.2784 -0.045 0.092 -0.244
C -6.2822 1.8666 2.3320 0.277 0.205 0.107
N -7.7274 1.6838 2.6255 -0.426 0.160 0.231
O -8.2461 2.4705 3.3976 0.174 -0.504 -0.446
O -8.2886 0.7536 2.0676 0.245 0.376 0.230
H -5.9152 2.7249 2.8923 -0.183 -0.109 -0.029
H -5.7677 0.9574 2.6385 -0.112 0.065 -0.187
H -6.1837 2.0348 1.2603 -0.028 -0.194 0.098
C -1.9662 5.2579 -1.0605 -0.391 -0.159 -0.018
N -0.7415 5.1195 -0.2291 0.404 0.730 -0.398
O -0.7133 4.2036 0.5922 0.042 0.367 -0.047
O 0.1451 5.9228 -0.4206 -0.571 -0.838 0.373
H -2.6702 4.4761 -0.7816 0.166 0.108 0.026
H -2.3866 6.2436 -0.8643 0.149 -0.052 -0.109
H -1.6681 5.1552 -2.1034 0.032 0.160 0.120
C 5.5837 4.2219 -0.7715 -0.188 -0.222 -0.034
N 5.6778 5.7011 -0.8815 0.005 0.407 -0.070
O 4.7410 6.2853 -1.4028 0.452 -0.163 0.259
O 6.6879 6.2224 -0.4410 -0.548 -0.221 -0.235
H 4.6377 3.8980 -1.2014 0.150 0.130 0.030
H 6.4225 3.7967 -1.3211 -0.018 0.053 0.194
H 5.6340 3.9668 0.2860 0.161 0.022 -0.149
C 7.9572 -0.8328 2.9046 0.044 0.103 0.374
N 6.9630 -1.3380 1.9223 0.259 0.036 0.067
O 5.8977 -1.7482 2.3592 0.299 0.120 -0.487
O 7.2836 -1.3061 0.7456 0.553 -0.389 1.294
H 7.5381 -0.9215 3.9052 -0.025 -0.035 -0.206
H 8.8546 -1.4426 2.8065 -0.070 0.140 -0.114
H 8.1585 0.2099 2.6612 0.063 -0.158 -0.096
```
Forces are in eV/Å.

Output
* energy relative to the best compared isomer or geometry (same formula, charge and spin): 284.0 kJ/mol
* charge: +1

2.
Below is an isolated ion of composition H2P4S3 and charge -2, with properties calculated with wB97M-V/def2-TZVPD.

```
9
Properties=species:S:1:pos:R:3:forces:R:3
S 1.2517 2.1544 -0.3204 1.435 1.568 0.329
P -0.1202 0.8411 -0.8813 -1.663 -0.015 0.258
P 0.1660 -0.6913 0.6852 1.409 -0.228 1.037
P -1.8832 -1.3709 1.1706 -0.064 0.766 -0.252
S -2.0296 -3.3599 0.4889 0.154 -0.183 -0.267
P -2.2284 -1.6566 -1.0375 0.719 -0.391 1.002
S -4.0844 -1.1816 -1.4007 -1.280 0.077 -0.443
H 0.5634 0.0733 -1.7996 0.482 -0.670 -0.744
H 0.7223 0.2319 1.7515 -1.192 -0.923 -0.918
```
Forces are in eV/Å.

Output
* energy relative to the best compared isomer or geometry (same formula, charge and spin): 55.5 kJ/mol
* SMILES: [S-][PH]#[PH]P1#S#P1[S-]
* charge: -2

3.
Below is one molecule with the formula C14H22N2O6S2, with properties calculated with wB97M-V/def2-TZVPD.

```
46
Properties=species:S:1:pos:R:3:forces:R:3
C -4.5083 -2.9588 -1.0150 -0.045 -0.100 0.007
O -3.3027 -2.2557 -0.8215 0.301 0.194 -0.014
C -3.0803 -1.8035 0.4974 -0.151 0.103 0.497
C -3.9055 -0.5317 0.7900 0.145 -0.585 0.239
N -3.8951 0.3820 -0.3236 0.470 0.875 -0.166
S -3.0296 1.7936 -0.1852 -0.411 -0.079 -0.311
O -3.4412 2.4261 1.0308 0.233 -0.261 0.237
O -3.1985 2.4815 -1.4294 0.260 -0.289 -0.134
C -1.3152 1.2941 -0.0178 -0.532 0.317 0.087
C -0.7156 1.3599 1.2231 -0.046 0.057 0.022
C 0.5679 0.8594 1.3749 0.145 -0.039 0.086
C 1.2044 0.3083 0.2799 0.489 -0.130 0.135
S 2.7805 -0.5149 0.4977 -0.298 0.136 -0.347
O 2.5639 -1.9191 0.2909 0.053 -0.080 -0.255
O 3.3494 -0.1074 1.7531 -0.068 0.240 -0.041
N 3.6251 0.0751 -0.8314 -0.872 -0.409 0.766
C 4.7138 -0.7735 -1.2984 0.278 -0.629 -0.212
C 6.0285 -0.1439 -0.7923 -0.009 0.058 -0.009
C 5.5846 1.0970 -0.0073 -0.031 0.075 -0.014
C 4.1930 1.3858 -0.5733 0.220 0.592 0.185
C 0.6120 0.2673 -0.9694 -0.231 0.019 -0.179
C -0.6672 0.7729 -1.1214 0.198 -0.036 -0.100
O -1.7333 -1.5062 0.6450 -0.361 -0.054 -0.066
C -0.8829 -2.6393 0.5332 0.013 -0.052 -0.059
H -4.4692 -3.3452 -2.0314 -0.117 -0.031 0.044
H -5.3798 -2.3064 -0.9063 -0.050 -0.030 -0.015
H -4.5937 -3.7931 -0.3095 -0.029 0.016 -0.037
H -3.3796 -2.6055 1.2077 0.058 0.148 -0.186
H -3.4938 -0.0179 1.6585 -0.114 -0.199 0.149
H -4.9407 -0.8171 1.0083 0.146 0.027 0.061
H -3.7325 -0.0814 -1.2069 0.026 0.040 -0.240
H -1.2645 1.7912 2.0450 0.015 0.022 0.141
H 1.0796 0.8700 2.3245 -0.012 0.060 0.135
H 4.6809 -0.7986 -2.3913 -0.001 -0.055 0.113
H 4.5433 -1.7811 -0.9211 0.134 -0.035 -0.195
H 6.5864 -0.8350 -0.1644 0.057 -0.015 -0.034
H 6.6579 0.1381 -1.6363 0.033 -0.051 0.015
H 5.4859 0.8613 1.0517 0.055 0.067 -0.025
H 6.2656 1.9369 -0.1272 0.021 0.034 0.041
H 4.2503 1.9289 -1.5212 -0.055 0.015 0.062
H 3.5494 1.9275 0.1185 0.055 0.217 -0.091
H 1.1542 -0.1741 -1.7900 -0.019 0.005 -0.173
H -1.1731 0.7644 -2.0739 0.026 -0.059 -0.168
H -0.9989 -3.1139 -0.4431 0.053 -0.001 0.035
H -1.1147 -3.3652 1.3202 0.025 -0.005 -0.003
H 0.1381 -2.2825 0.6469 -0.059 -0.093 0.016
```
Forces are in eV/Å.

Output
* energy relative to the best compared isomer or geometry (same formula, charge and spin): 113.0 kJ/mol
* SMILES: COC(CNS(=O)(=O)c1ccc(S(=O)(=O)N2CCCC2)cc1)OC
* charge: 0

4.
Below is a 4-piece molecular cluster, C35H64FN3O13P3 overall, with properties calculated with wB97M-V/def2-TZVPD.

```
119
Properties=species:S:1:pos:R:3:forces:R:3
C -0.4063 -1.7203 3.1517 0.097 1.431 0.487
C 0.6452 -0.5323 3.2121 -0.464 -1.518 0.819
C 1.1288 -0.1533 4.6522 0.316 -0.522 -0.849
N 1.0331 0.0940 2.1071 -0.104 1.721 2.401
N -0.0717 0.7899 1.6032 -2.252 -0.266 -1.991
C -0.8556 0.3113 0.5402 -1.775 1.399 -0.652
C -2.0092 1.0524 0.0249 1.337 0.981 1.971
C -2.4020 2.3476 0.6602 2.767 -1.614 0.920
C -1.5597 2.8262 1.7677 0.450 -1.393 -0.888
C -1.7610 4.1553 2.5724 0.180 -0.548 0.327
C -3.2295 4.7271 2.5299 0.558 -0.276 0.257
C -4.1019 3.9663 3.5920 -0.464 -0.213 0.131
O -3.7425 3.6977 4.7140 0.394 0.635 -1.189
N -5.4679 3.6029 3.1876 0.829 -0.471 0.175
C -5.6711 2.1756 3.0905 -1.595 -2.512 -0.130
C -7.0935 1.7210 3.0495 1.352 -1.365 -0.204
C -7.4474 0.3114 2.9144 2.215 0.467 0.114
C -6.3901 -0.7146 2.8489 1.107 2.419 0.110
C -4.9876 -0.2742 2.9089 -1.637 1.473 -0.118
C -4.6198 1.1538 3.0164 -2.197 -0.358 -0.017
C -0.4013 1.9958 2.1687 -1.147 1.248 -0.312
F 0.4013 2.4510 3.1675 -1.255 -0.968 -1.658
H -0.1420 -2.4505 3.9682 -0.499 0.870 -0.779
H -0.3902 -2.2556 2.1694 -0.020 0.728 0.807
H -1.4131 -1.2325 3.3441 0.841 -0.973 -0.109
H 2.0922 0.4180 4.6598 -0.841 -0.624 -0.089
H 1.1277 -1.0357 5.3420 0.182 0.831 -0.662
H 0.3300 0.5567 5.0405 0.674 -0.740 -0.664
H -0.5552 -0.6746 0.0978 -0.212 1.237 0.676
H -2.5868 0.6438 -0.8407 0.690 0.363 1.020
H -3.2693 2.9546 0.3021 0.903 -0.819 0.376
H -1.5150 3.9173 3.6510 -0.305 0.354 -1.132
H -0.9834 4.9000 2.2449 -0.873 -0.647 0.125
H -3.1816 5.8032 2.8712 -0.165 -1.100 -0.419
H -3.6658 4.6927 1.4916 0.250 0.089 1.289
H -6.0883 4.0080 3.8996 0.143 -0.400 -0.383
H -7.9146 2.4835 3.1200 1.004 -0.819 -0.125
H -8.5185 -0.0097 2.8528 1.182 0.497 0.132
H -6.6244 -1.7988 2.7357 0.168 1.150 0.167
H -4.1565 -1.0177 2.8526 -0.909 0.652 0.075
H -3.5495 1.4583 3.0621 -1.027 -0.412 0.054
O 4.4030 0.1724 -2.9720 4.273 0.140 -0.200
P 4.8385 -1.1564 -2.3832 -7.926 -3.308 1.719
O 3.9104 -2.1230 -3.3557 0.748 0.187 -0.095
C 4.0705 -2.0237 -4.7690 0.000 0.042 -0.485
C 5.3410 -2.7095 -5.2377 -0.061 -0.231 0.018
O 3.8746 -1.0600 -1.0320 0.908 0.341 0.346
C 3.6228 0.2148 -0.4425 -0.317 0.056 -0.078
C 2.2576 0.7261 -0.8637 -0.170 0.104 -0.041
O 5.5626 -2.5028 -1.6897 2.430 2.856 -1.312
C 4.7932 -3.6364 -1.2655 -0.314 -0.847 0.028
C 4.9079 -4.7816 -2.2515 -0.162 0.017 -0.364
H 4.0642 -0.9790 -5.0880 -0.016 0.023 0.172
H 3.2025 -2.5013 -5.2281 -0.025 -0.020 0.185
H 6.2132 -2.3584 -4.6792 0.014 0.093 -0.092
H 5.5041 -2.5294 -6.3017 0.020 0.050 0.057
H 5.2747 -3.7883 -5.0849 0.045 0.059 0.006
H 4.4092 0.9249 -0.7005 -0.119 0.009 -0.096
H 3.6479 0.0898 0.6431 0.014 -0.142 -0.058
H 2.0838 0.6050 -1.9335 0.246 0.089 -0.019
H 2.1450 1.7840 -0.6107 -0.036 -0.002 0.035
H 1.4712 0.1663 -0.3556 0.169 -0.047 -0.014
H 3.7485 -3.3862 -1.0864 0.121 0.220 -0.103
H 5.2212 -3.9474 -0.3086 0.139 0.294 -0.058
H 4.2549 -4.6256 -3.1112 0.050 0.047 0.063
H 4.6019 -5.7205 -1.7835 0.091 0.075 0.093
H 5.9279 -4.8823 -2.6270 -0.004 -0.043 0.185
O 4.0983 7.7608 -3.4824 3.344 0.050 2.733
P 3.5009 7.3307 -2.1567 -8.263 -0.960 -3.054
O 2.8315 5.9101 -2.6904 0.679 -0.030 0.443
C 3.6810 4.9404 -3.2989 0.226 -0.278 -0.240
C 4.5154 4.2002 -2.2686 -0.120 -0.132 0.089
O 2.1868 8.3388 -2.2297 0.834 0.326 0.762
C 2.3191 9.6228 -2.8490 -0.187 0.114 -0.490
C 1.7622 9.5881 -4.2612 -0.218 0.017 -0.085
O 3.0508 6.9708 -0.5739 3.563 0.856 -0.322
C 1.7461 6.4831 -0.2640 -0.493 -0.375 0.187
C 1.7683 4.9895 -0.0073 0.062 -0.369 -0.271
H 4.3274 5.4054 -4.0463 -0.082 0.135 0.062
H 3.0390 4.2341 -3.8294 -0.106 0.116 0.071
H 5.0525 4.8949 -1.6166 0.091 0.009 -0.086
H 5.2360 3.5430 -2.7586 -0.014 0.044 0.017
H 3.8793 3.5848 -1.6283 0.052 0.015 -0.009
H 3.3584 9.9518 -2.8401 -0.036 -0.100 -0.081
H 1.7518 10.3390 -2.2496 -0.006 -0.174 0.106
H 2.0969 8.7096 -4.8132 0.219 0.068 0.101
H 2.0584 10.4808 -4.8153 -0.036 -0.016 0.024
H 0.6704 9.5449 -4.2378 0.047 0.053 0.020
H 1.0146 6.7309 -1.0320 0.227 0.074 -0.084
H 1.4414 6.9981 0.6519 0.236 0.151 -0.083
H 1.7872 4.4319 -0.9451 0.033 0.086 0.026
H 0.8671 4.6780 0.5313 0.012 0.111 0.083
H 2.6499 4.6965 0.5668 -0.101 0.102 0.108
O -0.5666 -6.6271 0.6143 0.368 1.374 4.265
P -2.0202 -6.3594 0.9671 -3.595 -2.453 -8.308
O -2.5900 -7.8372 0.4836 0.202 0.112 0.853
C -2.0504 -9.0097 1.0888 0.188 -0.411 0.116
C -2.5962 -9.2176 2.4900 -0.224 -0.085 -0.050
O -2.3264 -5.4538 -0.3946 0.240 0.962 0.859
C -1.3002 -4.6134 -0.9241 0.135 -0.274 -0.391
C -0.6275 -5.2810 -2.1104 -0.003 0.038 -0.248
O -3.5652 -5.9379 1.4866 2.847 0.740 2.768
C -4.7259 -6.1895 0.6803 -0.793 -0.389 -0.283
C -5.4965 -7.3936 1.1832 0.146 -0.360 -0.012
H -0.9591 -8.9689 1.1096 -0.033 0.144 -0.079
H -2.3244 -9.8564 0.4566 -0.071 0.152 -0.082
H -2.4736 -8.3201 3.1033 0.115 -0.039 0.038
H -2.0917 -10.0533 2.9782 0.027 0.071 -0.003
H -3.6641 -9.4411 2.4577 0.051 0.042 0.039
H -0.5743 -4.3538 -0.1507 0.053 -0.135 -0.043
H -1.7713 -3.6804 -1.2485 -0.158 -0.082 0.049
H -0.3896 -6.3260 -1.9125 0.065 0.103 0.222
H 0.2941 -4.7586 -2.3771 -0.031 -0.002 -0.026
H -1.2914 -5.2707 -2.9780 0.027 0.052 0.050
H -4.4825 -6.3018 -0.3748 0.236 0.024 0.145
H -5.3552 -5.3001 0.7755 0.281 0.096 0.132
H -5.0315 -8.3227 0.8521 0.015 0.093 0.018
H -6.5152 -7.3873 0.7879 0.035 0.135 0.046
H -5.5339 -7.4148 2.2741 -0.103 0.144 -0.060
```
Forces are in eV/Å.

Output
* charge: +1

5.
Below is an isolated ion of composition C4H9N2 and charge +1, with properties calculated with wB97M-V/def2-TZVPD.

```
15
Properties=species:S:1:pos:R:3:forces:R:3
C -0.1207 -0.8820 2.4107 0.933 0.344 -0.199
C 0.3863 1.3571 -0.7023 -0.225 -0.712 2.245
C 0.2115 -0.0949 -0.2079 -0.058 -0.141 -0.186
C 0.3748 -1.0075 -1.3786 -0.005 -0.383 -0.274
N -0.0500 -0.7420 0.9263 -0.265 -0.175 -1.256
N -0.8973 -0.0715 3.0244 -0.602 0.762 -0.156
H -0.2682 1.4796 -1.5577 -0.096 -0.056 -0.122
H 0.1622 2.1010 0.0581 -0.042 0.060 -0.042
H 1.4166 1.4914 -1.0217 0.091 -0.107 -0.060
H 0.5645 -2.0440 -1.1066 0.022 -0.010 0.047
H 1.1865 -0.6597 -2.0163 0.020 -0.003 0.029
H -0.5259 -0.9880 -1.9976 -0.067 0.122 0.043
H -0.0912 -1.7449 0.7034 0.180 0.412 -0.040
H -0.9882 -0.2029 4.0256 0.024 0.033 -0.057
H -1.4596 0.6786 2.6182 0.091 -0.146 0.030
```
Forces are in eV/Å.

Output
* energy relative to the best compared isomer or geometry (same formula, charge and spin): 313.6 kJ/mol
* charge: +1

Quick rundown of E_LUMO, same order as above: -0.1412 0.1997 0.0074 -0.1581 -0.1763 Ha
Quick rundown of maximum force, same order as above: 8.44 2.15 1.23 9.38 2.37 eV Å⁻¹
Quick rundown of HOMO-LUMO gap, same order as above: 8.88 5.35 9.94 6.44 9.07 eV